1.
{
  "formula": "C4H9NO",
  "method": "ωB97M-V/def2-TZVPD",
  "elements": ["C", "C", "O", "N", "C", "C", "H", "H", "H", "H", "H", "H", "H", "H", "H"],
  "xyz": [[-1.16353, 1.08910, 1.45244], [0.03840, 0.54715, 0.80626], [1.10681, 0.58416, 1.37814], [-0.08628, -0.27462, -0.38004], [0.54152, -1.62301, -0.18379], [0.46515, 0.33382, -1.56217], [-1.07431, 1.38888, 2.47604], [-1.54362, 1.91209, 0.77404], [-2.05841, 0.45976, 1.37630], [1.35319, -1.55332, 0.56040], [0.98626, -2.03221, -1.09038], [-0.27399, -2.23632, 0.19147], [0.19146, -0.38506, -2.37693], [-0.02042, 1.34475, -1.80727], [1.53777, 0.44482, -1.61452]],
  "lowdin_charge": [-0.007, -0.491, 0.087, -0.198, -0.058, -0.125, 0.077, 0.110, 0.087, 0.083, 0.080, 0.080, 0.091, 0.109, 0.075],
  "e_lumo_ev": 1.0,
  "smiles": "CC(=O)N(C)C",
  "e_tot_ha": -287.7655,
  "total_charge": 0,
  "homo_ev": -8.942,
  "max_force_ev_per_a": 3.341
}

=====

2.
{
  "formula": "C15H22FN4O3",
  "method": "ωB97M-V/def2-TZVPD",
  "elements": ["C", "C", "C", "C", "N", "C", "N", "C", "C", "O", "F", "N", "N", "C", "O", "O", "C", "C", "C", "C", "C", "C", "C", "H", "H", "H", "H", "H", "H", "H", "H", "H", "H", "H", "H", "H", "H", "H", "H", "H", "H", "H", "H", "H", "H"],
  "xyz": [[1.64347, -3.73098, 0.00608], [0.73730, -2.37258, 0.13290], [-0.14071, -2.30692, -1.22158], [-1.62512, -1.71310, -1.04045], [-1.90963, -1.10337, 0.30392], [-2.93690, -0.03785, 0.17355], [-4.01194, -0.16276, 0.97543], [-5.15093, 0.81429, 0.93116], [-4.75869, 2.17540, 1.71958], [-5.28588, 3.28877, 1.49561], [-3.73108, 2.00668, 2.72720], [-2.77284, 1.05217, -0.81460], [-2.27676, 2.22735, -0.22312], [-1.65645, 0.56737, -1.72145], [-1.88660, -0.78842, -2.15153], [1.51986, -1.18450, 0.40262], [2.74828, -1.13745, -0.36327], [3.31392, 0.38337, -0.19601], [2.29781, 1.58174, -0.14982], [2.83385, 3.05386, 0.05900], [4.36606, 3.30604, 0.23181], [5.33775, 2.09069, 0.15073], [4.84976, 0.62502, -0.05380], [2.43570, -3.72487, 0.84583], [0.99611, -4.68008, 0.16802], [2.16660, -3.79891, -1.00867], [0.09366, -2.55293, 1.08376], [0.49072, -1.76295, -2.02206], [-0.27290, -3.39152, -1.61681], [-2.38257, -2.58034, -1.17992], [-2.36049, -1.86224, 0.85445], [-4.10963, -0.95466, 1.63726], [-5.50767, 1.00332, -0.14311], [-6.07000, 0.38831, 1.49589], [-1.41319, 2.56399, -0.68653], [-2.98333, 2.96512, -0.44306], [-1.58014, 1.32913, -2.57586], [-0.62368, 0.57743, -1.19035], [3.59480, -1.80391, 0.07227], [2.62312, -1.32644, -1.48737], [1.18333, 1.36899, -0.26938], [2.05354, 3.88710, 0.11110], [4.74597, 4.36915, 0.41340], [6.47148, 2.26881, 0.26877], [5.61385, -0.24216, -0.09185]],
  "lowdin_charge": [-0.076, -0.349, -0.055, -0.272, 0.140, -0.116, 0.110, -0.023, -0.282, 0.117, 0.021, -0.087, 0.066, -0.151, -0.078, -0.165, -0.186, -0.123, -0.021, -0.062, -0.069, -0.068, -0.027, 0.096, 0.098, 0.089, 0.149, 0.139, 0.135, 0.175, 0.144, 0.183, 0.161, 0.165, 0.105, 0.120, 0.170, 0.136, 0.133, 0.132, 0.055, 0.080, 0.091, 0.095, 0.105],
  "e_lumo_ev": -4.3,
  "smiles": "C[C@H](C[C@H]1NC(NCC(=O)F)=[N+](N)CO1)OCc1ccccc1",
  "e_tot_ha": -1128.8327,
  "total_charge": 1,
  "homo_ev": -10.768,
  "max_force_ev_per_a": 6.630
}

=====

3.
{
  "formula": "C24H25IN6O2RhS",
  "method": "ωB97M-V/def2-TZVPD",
  "elements": ["Rh", "C", "C", "N", "C", "S", "N", "N", "C", "C", "C", "C", "C", "C", "C", "N", "H", "H", "H", "H", "H", "H", "H", "H", "H", "H", "H", "H", "H", "C", "C", "N", "C", "C", "C", "O", "C", "C", "N", "C", "C", "C", "C", "C", "C", "I", "C", "O", "H", "H", "H", "H", "H", "H", "H", "H", "H", "H", "H", "H"],
  "xyz": [[-0.64401, -0.10923, -0.57151], [0.70626, -3.54413, 5.42184], [0.68592, -3.44943, 3.90588], [-0.19722, -2.37841, 3.48713], [-0.06455, -1.69181, 2.36501], [-1.17250, -0.21164, 2.30371], [0.85799, -1.96231, 1.52169], [1.00766, -1.34380, 0.36115], [2.09835, -1.48294, -0.32931], [3.30858, -2.21139, 0.15418], [2.09430, -0.87676, -1.64842], [2.96672, -1.25115, -2.67461], [2.81808, -0.67882, -3.92292], [1.84343, 0.29331, -4.11910], [1.03523, 0.63370, -3.05132], [1.14545, 0.05025, -1.86824], [1.29987, -4.40304, 5.71962], [-0.29808, -3.66910, 5.82006], [1.15185, -2.65260, 5.85869], [0.35188, -4.39106, 3.45775], [1.68744, -3.23303, 3.52484], [-0.90922, -2.08394, 4.13954], [3.23665, -2.40092, 1.22070], [4.19801, -1.61303, -0.04152], [3.41547, -3.16809, -0.35872], [3.73367, -1.98657, -2.49762], [3.46149, -0.97378, -4.73457], [1.69326, 0.76736, -5.07469], [0.28171, 1.41053, -3.13384], [2.42401, 3.54306, -0.20099], [1.04274, 3.92156, -0.59845], [0.77604, 5.08813, -1.08354], [-0.46035, 5.45951, -1.40205], [-1.55384, 4.64778, -1.18218], [-2.92310, 5.15452, -1.57155], [-3.68939, 4.23498, -2.31184], [-1.34330, 3.35661, -0.64942], [-2.40816, 2.44674, -0.39235], [-2.19114, 1.24647, 0.04088], [-3.10057, 0.27427, 0.42616], [-4.35337, 0.09304, -0.16108], [-5.09651, -1.03357, 0.13371], [-4.61951, -1.97830, 1.02865], [-3.41660, -1.77810, 1.68709], [-2.65208, -0.66729, 1.38465], [-1.74499, -1.76587, -2.24614], [0.00525, 2.93453, -0.36391], [0.33446, 1.82178, 0.11329], [3.08134, 4.40130, -0.28166], [2.77117, 2.73257, -0.84418], [2.41616, 3.16261, 0.81982], [-0.55005, 6.43448, -1.85754], [-2.79818, 6.09698, -2.11857], [-3.50443, 5.35443, -0.66446], [-3.36584, 4.19073, -3.21822], [-3.42377, 2.80897, -0.53912], [-4.69861, 0.81188, -0.88729], [-6.04031, -1.19277, -0.36414], [-5.17553, -2.88369, 1.21797], [-3.07892, -2.50941, 2.40533]],
  "lowdin_charge": [0.754, -0.075, -0.228, 0.000, -0.556, 1.036, 0.037, -0.014, -0.225, 0.003, -0.214, 0.027, -0.011, -0.010, -0.125, 0.000, 0.082, 0.078, 0.083, 0.127, 0.112, 0.125, 0.073, 0.100, 0.103, 0.121, 0.123, 0.120, 0.126, -0.019, -0.269, 0.123, -0.099, -0.149, -0.211, -0.060, -0.073, -0.007, -0.068, -0.375, -0.024, -0.052, -0.052, -0.081, -0.483, 0.223, -0.312, -0.114, 0.085, 0.075, 0.086, 0.114, 0.125, 0.134, 0.104, 0.137, 0.123, 0.118, 0.117, 0.110],
  "e_lumo_ev": [-4.9, -4.9],
  "e_tot_ha": -2214.7245,
  "total_charge": 1,
  "homo_ev": [-10.275, -10.279],
  "max_force_ev_per_a": 4.150
}

=====

4.
{
  "formula": "C2HN2O3",
  "method": "ωB97M-V/def2-TZVPD",
  "elements": ["C", "C", "N", "N", "O", "O", "O", "H"],
  "xyz": [[0.13536, -2.48046, -0.26146], [-0.48300, -0.74291, -1.88729], [0.62440, -3.50597, -0.00839], [-0.44500, -1.36387, -0.55118], [-0.05722, 0.35972, -2.05016], [-1.05331, -1.50093, -2.64859], [0.03529, 0.01639, 1.27169], [-0.75799, 0.39029, 1.31591]],
  "lowdin_charge": [-0.387, -0.853, 0.112, 0.167, 0.040, 0.026, -0.007, -0.099],
  "e_lumo_ev": [4.1, 1.5],
  "s_squared": 2.0236,
  "spin_multiplicity": 3,
  "e_tot_ha": -411.9695,
  "total_charge": -1,
  "homo_ev": [-5.244, -5.199],
  "max_force_ev_per_a": 6.299
}

=====

5.
{
  "formula": "C9H13N3O3",
  "method": "ωB97M-V/def2-TZVPD",
  "elements": ["C", "C", "N", "O", "C", "C", "C", "C", "C", "C", "H", "H", "H", "H", "H", "H", "H", "H", "H", "H", "H", "H", "N", "N", "H", "O", "C", "O"],
  "xyz": [[-0.88709, 1.74870, -1.44596], [-0.88661, 0.74617, -0.32860], [-1.45558, -0.53567, -0.70897], [-0.99844, -0.93282, -2.00458], [0.59743, 0.60565, 0.13527], [0.99510, 1.17495, 1.34924], [2.34854, 1.23753, 1.79723], [3.29276, 0.64609, 0.91865], [2.89855, 0.09072, -0.34096], [1.56260, 0.05964, -0.74095], [-1.93965, 2.10128, -1.70689], [-0.26031, 2.62752, -0.93466], [-0.33751, 1.28185, -2.28577], [-1.42606, 1.05292, 0.67089], [-1.07221, -1.14852, 0.02455], [-1.77336, -0.61887, -2.54520], [0.19362, 1.67546, 1.93074], [2.49210, 1.87936, 2.67161], [4.34593, 0.76069, 1.28291], [3.59233, -0.34340, -1.09851], [1.15245, -0.31818, -1.64125], [0.55186, -2.81425, 1.99966], [0.03386, -2.61427, 1.08568], [-0.47042, -3.69330, 0.78108], [-1.16293, -3.60474, 0.02772], [-4.26330, 0.19530, -0.52471], [-3.79849, -0.38183, 0.36305], [-3.32516, -0.87798, 1.26873]],
  "lowdin_charge": [-0.053, -0.386, -0.095, -0.087, -0.220, -0.063, -0.077, -0.092, -0.075, -0.049, 0.098, 0.136, 0.078, 0.163, 0.062, 0.123, 0.109, 0.099, 0.104, 0.109, 0.087, 0.087, -0.010, -0.002, 0.047, 0.191, -0.485, 0.205],
  "e_lumo_ev": 0.6,
  "smiles": "C[C@@H](NO)c1ccccc1.[H]/N=N/[H].O=C=O",
  "e_tot_ha": -740.6133,
  "total_charge": 0,
  "homo_ev": -8.811,
  "max_force_ev_per_a": 2.934
}

=====

6.
{
  "formula": "C3H8S2",
  "method": "ωB97M-V/def2-TZVPD",
  "elements": ["C", "C", "S", "S", "C", "H", "H", "H", "H", "H", "H", "H", "H"],
  "xyz": [[1.20948, -2.00253, 1.14376], [0.55025, -0.92681, 0.18756], [1.73598, -0.37314, -1.08712], [-2.10433, 0.82057, 0.63358], [-1.05619, 1.99143, -0.48231], [1.28643, -3.02749, 0.69228], [0.59226, -2.14585, 2.06242], [2.27952, -1.61928, 1.29494], [-0.25569, -1.44151, -0.27140], [0.25124, 0.04333, 0.58868], [-0.08022, 2.13655, -0.03387], [-0.94113, 1.59344, -1.49281], [-1.46003, 2.92939, -0.67767]],
  "lowdin_charge": [-0.118, -0.626, 0.981, 0.756, -0.394, 0.096, 0.096, 0.087, 0.061, -0.021, 0.024, 0.046, 0.012],
  "e_lumo_ev": [-9.2, -8.1],
  "s_squared": 1.7569,
  "spin_multiplicity": 2,
  "e_tot_ha": -915.0075,
  "total_charge": 1,
  "homo_ev": [-13.592, -14.313],
  "max_force_ev_per_a": 2.729
}